{"formula": "C18H20BrN3O3", "method": "the ωB97M-V functional and the def2-TZVPD basis", "elements": ["C", "C", "C", "C", "O", "C", "O", "N", "C", "C", "C", "C", "C", "C", "N", "C", "C", "C", "Br", "C", "O", "C", "C", "C", "N", "H", "H", "H", "H", "H", "H", "H", "H", "H", "H", "H", "H", "H", "H", "H", "H", "H", "H", "H", "H"], "coordinates": [[-2.363, 1.551, -5.063], [-1.318, 2.554, -4.562], [-1.953, 3.910, -4.216], [-0.274, 2.816, -5.689], [-0.538, 2.023, -3.483], [-1.071, 1.548, -2.343], [-2.264, 1.492, -2.080], [-0.259, 1.023, -1.323], [-0.735, 0.231, -0.304], [0.305, -0.119, 0.437], [0.298, -0.960, 1.630], [-0.871, -1.502, 2.164], [-0.825, -2.402, 3.226], [0.390, -2.749, 3.861], [0.372, -3.680, 4.923], [1.320, -3.619, 6.034], [1.187, -5.003, 6.777], [0.090, -5.787, 6.048], [0.904, -7.549, 5.487], [-0.271, -4.910, 4.871], [-0.958, -5.282, 3.928], [1.559, -2.151, 3.342], [1.497, -1.343, 2.226], [1.457, 0.458, -0.183], [1.105, 1.144, -1.243], [-1.948, 0.554, -5.190], [-3.197, 1.526, -4.350], [-2.773, 1.874, -6.027], [-2.720, 4.110, -4.978], [-2.462, 3.834, -3.259], [-1.203, 4.738, -4.164], [-0.729, 3.267, -6.560], [0.539, 3.470, -5.358], [0.162, 1.851, -6.010], [-1.756, -0.116, -0.179], [-1.819, -1.283, 1.702], [-1.771, -2.860, 3.583], [1.080, -2.769, 6.668], [2.361, -3.448, 5.658], [2.137, -5.504, 6.721], [0.893, -4.845, 7.792], [-0.834, -5.979, 6.616], [2.529, -2.310, 3.826], [2.443, -1.007, 1.798], [2.499, 0.313, 0.130]], "forces_ev_per_angstrom": [[-0.51, 0.41, 0.43], [-0.05, 0.95, -1.77], [0.12, -0.09, 0.26], [0.28, -1.06, 0.55], [1.20, -0.95, 2.22], [-2.64, 0.23, -0.15], [0.90, 0.39, -0.97], [1.57, -0.02, -0.46], [-1.55, 0.29, -0.87], [1.66, -0.61, 1.29], [0.16, -0.74, 0.24], [0.37, -0.42, 0.25], [-0.40, -0.35, 0.52], [-0.67, 0.84, -1.23], [0.43, -0.99, 0.93], [0.58, -0.17, -0.25], [-0.42, 1.06, -0.73], [0.83, -0.01, 0.16], [-0.94, 1.00, 0.11], [-0.37, -0.33, -2.75], [0.29, 0.46, 1.14], [-0.20, -0.77, 1.04], [0.39, 0.45, -0.16], [-0.32, -0.02, -0.14], [0.00, 0.06, -0.33], [0.11, -0.05, 0.09], [0.21, -0.24, -0.20], [0.25, 0.04, 0.16], [0.36, 0.20, 0.20], [-0.11, 0.09, 0.10], [-0.59, -0.72, -0.14], [-0.35, 0.13, -0.07], [-0.18, -0.14, 0.14], [-0.10, 0.44, 0.15], [0.18, 0.59, -0.43], [-0.20, 0.05, 0.09], [0.85, 0.37, -0.27], [-0.05, 0.02, 0.20], [-0.80, -0.32, 0.30], [0.18, -0.26, 0.20], [0.09, 0.08, 0.76], [0.63, -0.25, -0.13], [-0.37, -0.13, -0.32], [-0.29, 0.03, 0.25], [-0.57, 0.46, -0.42]], "charge": 0, "smiles": "CC(C)(C)OC(=O)n1cc(-c2ccc(N3CC[C@H](Br)C3=O)cc2)cn1", "lumo_ha": 0.01065, "de_lowest_kcal_mol": 17.3, "spin_multiplicity": 1, "largest_force_ev_per_a": 2.8}